[1]
ORCA calculation (ωB97M-V with the def2-TZVPD basis set) on an isolated molecule of C6H10O at a distorted geometry.

## Properties
* strongest force on any atom: 2.66 eV Å⁻¹
* orbital gap: 8.593 eV
* SMILES string: O[C@@H]1C=CCCC1
* ΔE to the lowest compared entry with this formula, charge and spin: 63.0 kcal/mol
* highest occupied orbital energy: -8.18 eV
* total energy: -8428.508 eV

Each line ends with the Löwdin charge.
Geometry (Å):
O  0.525  0.933  2.169  -0.05
C  -0.109  1.045  0.904  -0.41
C  -1.158  -0.032  0.790  -0.11
C  -1.435  -0.632  -0.401  -0.07
C  -0.328  -0.835  -1.393  -0.19
C  0.974  -0.553  -0.622  -0.20
C  0.944  0.913  -0.206  -0.14
H  -0.163  0.619  2.775  0.08
H  -0.594  2.036  0.822  0.14
H  -0.863  -0.929  1.360  0.14
H  -2.333  -1.239  -0.506  0.10
H  -0.446  -0.235  -2.296  0.11
H  -0.373  -1.897  -1.683  0.12
H  0.941  -1.141  0.314  0.12
H  1.882  -0.876  -1.136  0.11
H  1.907  1.281  0.158  0.12
H  0.629  1.540  -1.050  0.12

***

[2]
ORCA calculation (ωB97M-V with the def2-TZVPD basis set) on C5H14N2O as an isolated structure at a distorted geometry.

## Properties
* strongest force on any atom: 3.81 eV Å⁻¹
* orbital gap: 8.627 eV
* ΔE to the lowest compared entry with this formula, charge and spin: 104.5 kcal/mol
* highest occupied orbital energy: -7.73 eV
* total energy: -10436.495 eV

Each line ends with the Löwdin charge.
Geometry (Å):
C  1.200  0.847  -1.079  -0.22
C  1.604  -0.996  -0.539  -0.19
N  1.559  -1.099  0.832  -0.03
O  1.460  1.622  0.046  -0.11
H  0.682  1.624  0.633  0.03
H  0.582  -0.691  1.192  0.07
H  2.303  -0.548  1.252  0.08
H  0.434  1.245  -1.745  0.07
H  2.087  0.905  -1.711  0.07
H  2.596  -1.067  -0.975  0.08
H  0.876  -1.629  -1.036  0.06
C  -1.706  -0.976  -1.117  -0.10
N  -0.842  1.196  1.893  0.01
C  -1.039  0.029  1.091  -0.26
C  -1.246  0.161  -0.259  -0.19
H  -1.538  1.918  1.752  0.09
H  -0.756  0.990  2.880  0.09
H  -1.375  -0.875  1.595  0.13
H  -1.384  1.152  -0.674  0.11
H  -2.791  -0.942  -1.247  0.08
H  -1.260  -0.928  -2.110  0.07
H  -1.448  -1.938  -0.675  0.08

***

[3]
ORCA calculation (ωB97M-V with the def2-TZVPD basis set) on C35H29GeN3S2V as an isolated structure.

## Properties
* multiplicity: 2
* strongest force on any atom: 0.95 eV Å⁻¹
* orbital gap (alpha / beta): 5.411 / 5.537 eV
* net charge: +2
* highest occupied orbital energy (alpha / beta): -12.85 / -12.79 eV
* total energy: -145095.906 eV

Each line ends with the Löwdin charge.
Geometry (Å):
V  0.753  0.084  -0.426  0.55
N  1.135  2.009  3.142  0.18
C  1.064  1.143  4.278  -0.22
C  0.837  1.702  5.519  0.00
C  0.743  0.870  6.628  -0.04
C  0.856  -0.501  6.474  -0.04
C  1.063  -1.054  5.215  -0.07
C  1.186  -0.227  4.109  -0.44
S  1.580  -0.949  2.548  1.05
N  1.116  0.350  1.490  -0.36
C  1.042  1.606  1.879  -0.29
C  0.866  2.628  0.785  -0.16
C  0.801  3.990  0.988  0.04
C  0.682  4.823  -0.124  0.02
C  0.626  4.272  -1.391  0.02
C  0.687  2.892  -1.520  -0.07
N  0.812  2.099  -0.458  -0.03
H  1.054  2.993  3.344  0.15
H  0.737  2.773  5.630  0.13
H  0.577  1.298  7.604  0.12
H  0.780  -1.152  7.331  0.12
H  1.144  -2.125  5.101  0.12
H  0.845  4.430  1.973  0.13
H  0.634  5.894  0.011  0.14
H  0.538  4.887  -2.274  0.13
H  0.641  2.399  -2.485  0.14
S  1.941  -0.926  -1.957  0.75
C  3.507  -0.511  -1.201  -0.62
C  4.277  -1.537  -0.657  -0.10
C  5.487  -1.226  -0.061  -0.05
C  5.923  0.092  -0.001  -0.05
C  5.154  1.107  -0.551  -0.06
C  3.942  0.809  -1.158  -0.13
H  3.938  -2.563  -0.708  0.11
H  6.094  -2.019  0.352  0.12
H  6.872  0.322  0.461  0.12
H  5.503  2.131  -0.529  0.11
H  3.365  1.592  -1.640  0.09
C  -2.520  1.634  0.146  -0.22
Ge  -1.792  0.025  -0.687  0.95
C  -2.203  -1.540  0.374  -0.32
C  -3.490  -1.734  0.872  -0.09
C  -3.786  -2.853  1.634  -0.06
C  -2.798  -3.783  1.923  -0.05
C  -1.508  -3.599  1.447  -0.07
C  -1.222  -2.484  0.676  -0.16
C  -2.236  -0.034  -2.561  -0.26
C  -2.967  1.027  -3.039  -0.10
C  -3.519  1.019  -4.336  -0.05
C  -3.302  -0.052  -5.148  0.00
C  -2.520  -1.152  -4.718  -0.15
C  -2.276  -2.249  -5.582  -0.01
C  -1.497  -3.292  -5.179  -0.05
C  -0.924  -3.282  -3.890  -0.05
C  -1.150  -2.240  -3.040  -0.08
C  -1.963  -1.147  -3.418  -0.18
H  -3.607  1.600  0.067  0.04
H  -2.176  2.553  -0.323  0.02
H  -2.266  1.652  1.206  0.03
H  -4.279  -1.023  0.661  0.11
H  -4.791  -3.005  2.000  0.12
H  -3.036  -4.655  2.515  0.12
H  -0.737  -4.326  1.664  0.11
H  -0.202  -2.388  0.284  0.06
H  -3.165  1.885  -2.408  0.09
H  -4.118  1.850  -4.677  0.11
H  -3.722  -0.073  -6.144  0.13
H  -2.717  -2.243  -6.568  0.12
H  -1.315  -4.125  -5.844  0.12
H  -0.304  -4.108  -3.573  0.11
H  -0.697  -2.266  -2.056  0.05

***

[4]
ORCA calculation (ωB97M-V with the def2-TZVPD basis set) on an isolated molecule of C5H8OS at a distorted geometry.

## Properties
* strongest force on any atom: 3.45 eV Å⁻¹
* orbital gap: 9.669 eV
* SMILES string: CSC1(C=O)CC1
* ΔE to the lowest compared entry with this formula, charge and spin: 42.0 kcal/mol
* highest occupied orbital energy: -8.95 eV
* total energy: -18195.481 eV

Each line ends with the Löwdin charge.
Geometry (Å):
C  -0.521  -1.754  1.422  -0.39
S  -0.374  -1.651  -0.386  0.84
C  -0.150  0.130  -0.496  -0.63
C  -1.286  0.943  -0.901  -0.30
O  -1.118  2.096  -1.187  0.05
C  1.289  0.654  -1.136  -0.07
C  1.012  0.850  0.279  -0.11
H  -1.262  -0.857  1.698  0.10
H  0.419  -1.520  1.813  -0.02
H  -0.873  -2.770  1.654  0.03
H  -2.185  0.447  -0.902  0.09
H  1.166  1.491  -1.772  0.09
H  1.816  -0.191  -1.558  0.09
H  1.481  0.267  1.048  0.09
H  0.587  1.865  0.424  0.13

***

[5]
ORCA calculation (ωB97M-V with the def2-TZVPD basis set) on a 2-piece molecular cluster, C2H6N2O3 overall at a distorted geometry.

## Properties
* strongest force on any atom: 4.39 eV Å⁻¹
* orbital gap: 11.393 eV
* SMILES string: C/C=N\[N+](=O)[O-].O
* ΔE to the lowest compared entry with this formula, charge and spin: 140.6 kcal/mol
* highest occupied orbital energy: -10.76 eV
* total energy: -11289.231 eV

Each line ends with the Löwdin charge.
Geometry (Å):
C  -0.224  -1.359  -1.648  -0.08
C  -0.895  -0.461  -0.760  -0.18
N  -1.206  -0.645  0.457  0.15
N  -0.774  -1.740  1.148  -0.49
O  0.143  -1.517  1.848  0.11
O  -1.550  -2.664  1.173  0.09
H  -0.509  -2.377  -1.367  0.08
H  -0.409  -1.273  -2.793  0.12
H  0.846  -1.460  -1.692  0.08
H  -1.153  0.493  -1.243  0.13
O  -0.241  1.079  2.725  -0.03
H  0.524  1.086  2.215  -0.01
H  0.020  0.938  3.634  0.04

***

[6]
ORCA calculation (ωB97M-V with the def2-TZVPD basis set) on an isolated molecule of C5H11N3 at a distorted geometry.

## Properties
* strongest force on any atom: 7.67 eV Å⁻¹
* orbital gap: 8.495 eV
* SMILES string: NC1[C@H]2NCCN[C@H]12
* ΔE to the lowest compared entry with this formula, charge and spin: 214.9 kcal/mol
* highest occupied orbital energy: -7.66 eV
* total energy: -9824.587 eV

Each line ends with the Löwdin charge.
Geometry (Å):
N  -3.152  -0.002  -0.200  -0.08
C  -1.849  -0.200  0.600  -0.20
C  -0.339  -0.738  0.307  -0.33
N  0.770  -1.626  -0.243  -0.03
C  1.912  -0.667  0.170  -0.24
C  1.695  0.891  -0.255  -0.20
N  0.384  1.255  0.334  -0.13
C  -0.701  0.555  -0.276  -0.33
H  -2.938  0.491  -1.273  0.14
H  -3.556  -1.100  -0.175  0.13
H  -1.621  -0.103  1.839  0.18
H  -0.073  -0.790  1.470  0.14
H  0.765  -1.546  -1.341  0.12
H  3.096  -0.773  -0.035  0.13
H  2.098  -0.655  1.378  0.14
H  1.531  0.693  -1.357  0.11
H  2.515  1.447  -0.026  0.07
H  0.367  2.437  0.595  0.20
H  -0.903  0.431  -1.512  0.19